[1]
A structure of composition C38H40N2NiO4PSi, computed with the ωB97M-V functional and the def2-TZVPD basis.

Output
Spin multiplicity: 3
Charge: -1
Total energy in a.u.: -4021.90461
Frontier orbital gap (alpha / beta) in eV: 7.24 / 7.29
Expectation value of S²: 2.01
HOMO (alpha / beta) in eV: -4.6179 / -4.6846

```
87
Properties=species:S:1:pos:R:3:lowdin_charge:R:1
Ni -1.734 0.404 -0.638 0.52
O -2.838 -3.060 3.333 0.03
C -3.001 -3.837 2.255 -0.30
C -3.209 -5.202 2.461 -0.03
C -3.441 -6.051 1.396 -0.10
C -3.460 -5.557 0.097 -0.11
C -3.215 -4.214 -0.119 -0.03
C -2.975 -3.337 0.935 -0.08
C -2.647 -1.920 0.619 -0.45
O -2.398 -1.594 -0.584 -0.09
N -2.614 -1.088 1.650 0.02
N -2.377 0.202 1.268 -0.04
C -2.234 1.090 2.182 -0.06
C -2.157 2.503 1.931 -0.15
C -2.105 3.368 3.033 -0.07
C -2.092 4.736 2.893 -0.13
C -2.123 5.284 1.606 -0.11
C -2.162 4.471 0.500 -0.03
C -2.177 3.052 0.605 -0.36
O -2.232 2.345 -0.472 -0.16
H -2.801 -2.113 2.992 0.07
H -3.195 -5.568 3.481 0.11
H -3.609 -7.105 1.582 0.09
H -3.654 -6.223 -0.735 0.09
H -3.188 -3.816 -1.126 0.11
H -2.225 0.760 3.223 0.13
H -2.061 2.931 4.026 0.11
H -2.062 5.381 3.762 0.09
H -2.120 6.362 1.481 0.09
H -2.194 4.889 -0.499 0.10
C -2.992 -0.869 -4.331 -0.16
C -2.282 0.488 -4.298 -0.39
P -1.149 0.590 -2.843 0.98
C 0.101 -0.701 -3.226 -0.37
C 0.998 -0.495 -4.442 -0.14
C -0.266 2.197 -3.043 -0.36
C -0.153 2.797 -4.443 -0.15
H -3.869 -0.837 -4.980 0.06
H -3.315 -1.158 -3.328 0.06
H -2.328 -1.648 -4.707 0.06
H -3.013 1.291 -4.177 0.08
H -1.734 0.670 -5.224 0.06
H -0.451 -1.641 -3.306 0.08
H 0.693 -0.768 -2.313 0.03
H 0.423 -0.390 -5.364 0.06
H 1.662 -1.354 -4.560 0.07
H 1.625 0.389 -4.318 0.06
H 0.718 2.039 -2.593 0.08
H -0.793 2.889 -2.383 0.06
H 0.370 2.137 -5.136 0.05
H 0.403 3.736 -4.393 0.07
H -1.138 3.019 -4.857 0.06
O 0.246 0.384 -0.232 -0.35
Si 1.540 0.190 0.634 0.44
C 1.752 1.417 2.067 -0.23
C 1.518 2.779 1.868 -0.10
C 1.780 3.711 2.861 -0.10
C 2.275 3.296 4.091 -0.11
C 2.497 1.944 4.317 -0.10
C 2.241 1.020 3.313 -0.09
C 1.730 -1.551 1.378 -0.21
C 0.600 -2.236 1.829 -0.07
C 0.688 -3.500 2.393 -0.07
C 1.927 -4.114 2.516 -0.10
C 3.065 -3.455 2.071 -0.11
C 2.966 -2.190 1.509 -0.10
C 3.151 0.409 -0.380 -0.21
C 3.388 -0.362 -1.521 -0.10
C 4.570 -0.262 -2.241 -0.10
C 5.555 0.626 -1.831 -0.11
C 5.347 1.401 -0.700 -0.10
C 4.161 1.290 0.016 -0.09
H 1.118 3.112 0.914 0.11
H 1.587 4.761 2.679 0.10
H 2.486 4.020 4.868 0.09
H 2.877 1.609 5.276 0.09
H 2.423 -0.034 3.499 0.10
H -0.370 -1.763 1.730 0.08
H -0.209 -4.003 2.738 0.09
H 2.006 -5.101 2.957 0.09
H 4.036 -3.932 2.160 0.09
H 3.865 -1.692 1.162 0.10
H 2.632 -1.071 -1.841 0.09
H 4.726 -0.879 -3.118 0.09
H 6.482 0.707 -2.387 0.09
H 6.111 2.098 -0.376 0.09
H 4.020 1.896 0.904 0.09
```


[2]
A cluster of 7 separate species, C38H40N6O5 in total, computed with the ωB97M-V functional and the def2-TZVPD basis.

Output
Total energy in a.u.: -2176.70169
Frontier orbital gap in eV: 8.59
HOMO in eV: -9.1147

```
89
Properties=species:S:1:pos:R:3:lowdin_charge:R:1
C 6.475 1.992 -1.035 -0.08
O 5.649 1.889 0.114 -0.19
C 5.397 3.119 0.746 -0.17
C 4.456 3.983 -0.030 -0.03
C 3.420 3.670 -0.811 -0.06
C 2.823 2.352 -1.181 -0.08
C 2.442 1.495 0.024 -0.23
O 1.239 1.941 0.644 -0.06
C 2.870 4.956 -1.332 -0.38
O 2.107 5.149 -2.219 0.18
O 3.456 6.002 -0.622 0.14
C 4.596 5.469 -0.051 -0.39
O 5.521 6.135 0.278 0.18
H 5.889 1.821 -1.942 0.08
H 7.258 1.237 -0.962 0.09
H 6.950 2.975 -1.100 0.10
H 6.325 3.666 0.940 0.13
H 4.966 2.901 1.725 0.12
H 3.527 1.797 -1.805 0.13
H 1.921 2.530 -1.770 0.13
H 2.241 0.492 -0.351 0.11
H 3.255 1.418 0.750 0.11
H 1.268 2.902 0.685 0.08
N -0.259 -0.554 -2.064 0.05
C -0.705 -1.468 -2.927 -0.15
C -1.163 -2.719 -2.538 -0.07
C -1.157 -3.044 -1.191 -0.08
C -0.696 -2.102 -0.286 -0.07
C -0.264 -0.878 -0.770 -0.15
H -0.697 -1.190 -3.975 0.08
H -1.521 -3.418 -3.283 0.09
H -1.513 -4.003 -0.840 0.09
H -0.679 -2.312 0.774 0.09
H 0.102 -0.105 -0.103 0.08
N 6.506 1.276 3.157 0.06
C 7.735 0.766 3.151 -0.15
C 8.079 -0.414 3.793 -0.07
C 7.092 -1.103 4.481 -0.08
C 5.808 -0.584 4.495 -0.07
C 5.569 0.604 3.820 -0.15
H 8.482 1.331 2.603 0.11
H 9.095 -0.781 3.753 0.10
H 7.320 -2.027 4.995 0.11
H 5.005 -1.086 5.017 0.10
H 4.573 1.035 3.808 0.10
N -3.680 3.898 -1.506 0.05
C -3.168 4.862 -2.269 -0.17
C -2.069 4.685 -3.096 -0.08
C -1.467 3.437 -3.135 -0.08
C -1.986 2.421 -2.349 -0.07
C -3.089 2.705 -1.556 -0.16
H -3.663 5.826 -2.212 0.10
H -1.695 5.509 -3.689 0.10
H -0.603 3.260 -3.762 0.10
H -1.537 1.436 -2.340 0.07
H -3.521 1.936 -0.924 0.10
N -3.003 -4.036 1.459 0.05
C -2.985 -3.389 2.623 -0.16
C -4.065 -3.338 3.491 -0.07
C -5.233 -3.994 3.135 -0.08
C -5.266 -4.670 1.926 -0.07
C -4.131 -4.661 1.129 -0.15
H -2.058 -2.882 2.872 0.10
H -3.993 -2.794 4.422 0.10
H -6.096 -3.957 3.785 0.08
H -6.155 -5.193 1.601 0.10
H -4.126 -5.178 0.176 0.10
N -0.364 -2.021 -6.281 0.05
C 0.050 -1.096 -7.144 -0.15
C 1.131 -1.270 -7.996 -0.07
C 1.822 -2.470 -7.948 -0.08
C 1.403 -3.442 -7.054 -0.07
C 0.310 -3.169 -6.246 -0.15
H -0.514 -0.169 -7.153 0.11
H 1.420 -0.482 -8.677 0.10
H 2.671 -2.644 -8.596 0.10
H 1.912 -4.393 -6.980 0.10
H -0.043 -3.906 -5.533 0.10
N -7.651 -2.197 4.814 0.05
C -7.497 -1.068 5.503 -0.15
C -8.475 -0.536 6.331 -0.07
C -9.679 -1.211 6.449 -0.08
C -9.854 -2.386 5.736 -0.07
C -8.813 -2.834 4.937 -0.15
H -6.545 -0.564 5.382 0.10
H -8.293 0.385 6.866 0.10
H -10.467 -0.828 7.084 0.11
H -10.777 -2.946 5.794 0.10
H -8.917 -3.750 4.365 0.10
```


[3]
A structure of composition C38H41BCl2N2O3PW, computed with the ωB97M-V functional and the def2-TZVPD basis.

Output
Charge: +1
Total energy in a.u.: -3161.44853
Frontier orbital gap in eV: 6.67
HOMO in eV: -10.0732

```
89
Properties=species:S:1:pos:R:3:lowdin_charge:R:1
W -0.874 -0.158 0.671 1.24
C 5.214 -1.700 -1.019 -0.07
C 5.124 -1.946 0.342 -0.07
C 4.009 -1.525 1.054 -0.08
C 2.974 -0.859 0.400 -0.33
C 3.071 -0.610 -0.967 -0.09
C 4.187 -1.030 -1.672 -0.06
P 1.555 -0.195 1.320 1.02
C 1.702 -0.986 2.963 -0.39
C 2.037 -0.291 4.121 -0.10
C 2.052 -0.939 5.351 -0.07
C 1.737 -2.287 5.435 -0.08
C 1.401 -2.989 4.283 -0.07
C 1.378 -2.340 3.060 -0.13
C 1.928 1.555 1.533 -0.31
C 3.143 2.019 1.965 -0.07
C 3.375 3.403 2.082 -0.05
C 2.391 4.286 1.738 -0.01
C 1.141 3.836 1.248 -0.16
C 0.140 4.752 0.836 -0.02
C -1.030 4.296 0.315 -0.06
C -1.261 2.904 0.187 -0.13
C -0.345 1.956 0.594 -0.31
C 0.897 2.448 1.138 -0.21
H 6.083 -2.030 -1.572 0.11
H 5.923 -2.465 0.855 0.11
H 3.952 -1.726 2.115 0.10
H 2.266 -0.105 -1.484 0.09
H 4.252 -0.837 -2.734 0.11
H 2.278 0.761 4.071 0.10
H 2.319 -0.388 6.243 0.11
H 1.758 -2.791 6.392 0.11
H 1.153 -4.041 4.340 0.11
H 1.096 -2.895 2.172 0.09
H 3.939 1.325 2.212 0.12
H 4.333 3.761 2.433 0.11
H 2.562 5.353 1.817 0.12
H 0.332 5.814 0.928 0.12
H -1.786 4.995 -0.021 0.11
H -2.179 2.597 -0.294 0.09
Cl -1.076 0.883 3.390 0.67
C -1.619 -0.568 4.286 -0.87
Cl -2.046 -1.848 3.153 0.61
H -2.498 -0.293 4.858 0.04
H -0.796 -0.896 4.913 0.02
N -8.311 0.822 -0.329 0.19
C -7.181 0.697 -0.176 -0.15
C -5.756 0.544 0.016 -0.19
C -5.032 -0.327 -0.787 0.03
C -3.669 -0.424 -0.586 -0.08
N -3.029 0.256 0.380 -0.07
C -3.743 1.088 1.157 -0.12
C -5.103 1.273 1.001 0.03
H -5.504 -0.901 -1.570 0.13
H -3.061 -1.055 -1.217 0.11
H -3.196 1.629 1.916 0.08
H -5.632 1.964 1.639 0.13
C -0.883 -1.152 -4.254 0.00
C -0.141 0.053 -3.699 -0.46
C 1.123 0.310 -4.498 0.00
O 0.244 -0.285 -2.341 0.04
B -0.661 0.280 -1.458 -0.68
O -1.565 1.075 -2.153 0.04
C -1.045 1.302 -3.486 -0.47
C -0.270 2.610 -3.434 0.00
C -2.213 1.410 -4.447 0.00
H -0.227 -2.021 -4.208 0.10
H -1.183 -1.005 -5.291 0.10
H -1.780 -1.369 -3.669 0.09
H 1.696 -0.614 -4.585 0.09
H 1.750 1.062 -4.023 0.09
H 0.884 0.649 -5.507 0.10
H 0.544 2.560 -2.708 0.10
H -0.945 3.407 -3.124 0.10
H 0.148 2.875 -4.406 0.10
H -2.870 0.546 -4.378 0.08
H -1.862 1.496 -5.477 0.10
H -2.794 2.303 -4.218 0.10
C -1.420 -4.248 0.036 -0.04
C -0.720 -3.093 -0.646 -0.45
C 0.753 -3.324 -0.883 -0.03
O -0.914 -1.930 0.190 -0.40
H -1.369 -5.137 -0.593 0.09
H -2.471 -4.024 0.220 0.08
H -0.939 -4.475 0.988 0.08
H -1.211 -2.855 -1.596 0.13
H 1.249 -3.659 0.031 0.08
H 1.235 -2.421 -1.243 0.06
H 0.882 -4.104 -1.635 0.10
```


[4]
A cluster of 11 separate species, C38H41F4N7 in total, computed with the ωB97M-V functional and the def2-TZVPD basis.

Output
Spin multiplicity: 2
Charge: -1
Total energy in a.u.: -2255.21487
Frontier orbital gap (alpha / beta) in eV: 2.83 / 7.58
Expectation value of S²: 0.76
HOMO (alpha / beta) in eV: -0.6067 / -5.3861

```
90
Properties=species:S:1:pos:R:3:lowdin_charge:R:1
F -8.243 -16.318 -4.666 0.08
C -7.080 -16.536 -5.220 -0.33
C -6.525 -17.775 -4.928 -0.01
C -5.366 -18.072 -5.570 -0.11
C -4.672 -17.152 -6.293 -0.12
C -5.285 -15.977 -6.697 -0.06
C -6.571 -15.630 -6.121 0.00
H -7.138 -18.423 -4.319 0.12
H -4.969 -19.068 -5.441 0.09
H -3.657 -17.366 -6.595 0.10
H -4.882 -15.178 -7.302 0.09
H -7.013 -14.666 -6.324 0.11
F 1.839 -24.867 -1.693 0.02
C 1.025 -23.760 -1.796 -0.25
C -0.164 -23.831 -2.551 -0.02
C -0.942 -22.676 -2.800 -0.06
C -0.505 -21.422 -2.310 -0.09
C 0.682 -21.354 -1.594 -0.10
C 1.482 -22.487 -1.383 -0.01
H -0.387 -24.774 -3.029 0.10
H -1.841 -22.649 -3.399 0.09
H -1.030 -20.491 -2.465 0.09
H 1.050 -20.367 -1.354 0.10
H 2.465 -22.396 -0.944 0.11
F -1.064 -19.326 0.391 0.08
C -0.409 -19.754 1.440 -0.34
C 0.472 -18.866 1.940 -0.03
C 1.138 -19.166 3.101 -0.09
C 0.898 -20.360 3.780 -0.10
C -0.013 -21.240 3.234 -0.08
C -0.592 -21.016 1.970 0.00
H 0.504 -17.862 1.543 0.12
H 1.861 -18.482 3.519 0.10
H 1.477 -20.616 4.655 0.09
H -0.229 -22.249 3.554 0.10
H -1.282 -21.730 1.545 0.10
F -3.858 -20.232 -2.638 -0.01
C -4.259 -20.058 -1.344 -0.36
C -3.566 -20.736 -0.329 -0.13
C -4.053 -20.685 0.949 -0.17
C -5.217 -19.920 1.216 -0.19
C -5.772 -19.127 0.224 -0.18
C -5.332 -19.262 -1.115 -0.11
H -2.758 -21.423 -0.532 0.07
H -3.644 -21.402 1.645 0.06
H -5.492 -19.743 2.246 0.07
H -6.509 -18.374 0.458 0.05
H -5.752 -18.754 -1.971 0.08
C -7.838 -22.228 0.717 -0.08
C -9.122 -22.006 1.312 -0.30
N -10.183 -21.824 1.804 0.10
H -7.840 -21.849 -0.305 0.08
H -7.472 -23.254 0.765 0.08
H -7.130 -21.694 1.352 0.06
C -6.223 -22.222 -4.141 -0.06
C -6.435 -21.644 -5.480 -0.29
N -6.652 -21.204 -6.499 0.13
H -6.728 -23.172 -3.967 0.08
H -6.566 -21.543 -3.361 0.07
H -5.144 -22.371 -4.112 0.07
C -10.115 -16.989 3.774 -0.05
C -9.197 -17.903 3.083 -0.27
N -8.481 -18.619 2.578 0.17
H -10.541 -17.631 4.545 0.08
H -10.829 -16.540 3.083 0.07
H -9.563 -16.180 4.254 0.08
C -7.464 -15.347 0.344 -0.06
C -8.978 -15.315 0.322 -0.26
N -10.129 -15.269 0.326 0.10
H -7.072 -16.283 0.741 0.04
H -7.145 -14.577 1.048 0.07
H -7.170 -15.176 -0.691 0.07
C -2.460 -17.187 -2.308 -0.05
C -3.421 -16.175 -1.937 -0.28
N -4.252 -15.430 -1.532 0.12
H -2.991 -18.097 -2.029 0.05
H -1.488 -16.998 -1.852 0.09
H -2.518 -17.098 -3.392 0.08
C -6.973 -19.527 5.092 -0.09
C -6.968 -19.204 6.563 -0.27
N -6.908 -19.000 7.685 0.10
H -6.169 -20.184 4.759 0.07
H -6.885 -18.626 4.484 0.04
H -7.878 -20.092 4.872 0.07
C -4.326 -16.721 2.613 -0.05
C -2.939 -16.182 2.511 -0.27
N -1.900 -15.723 2.392 0.11
H -4.530 -16.927 3.663 0.07
H -4.393 -17.618 1.997 0.05
H -5.024 -15.947 2.295 0.06
```